Below is 6 unconnected molecules or ions with the total composition C15H28F3NO13, with properties calculated with wB97M-V/def2-TZVPD.

The geometry in ORCA input format:
```
! wB97M-V def2-TZVPD RIJCOSX def2/J DEFGRID3
* xyz 0 1
N 3.3766 1.7710 1.4301
H 2.8556 2.3870 1.9481
H 2.9006 1.4410 0.4351
H 3.5466 1.0370 1.9761
H 4.2086 2.2350 1.2721
O 0.5016 1.6950 1.3601
H 0.2236 2.4590 1.3491
C 1.4056 0.7370 4.6531
C 0.4736 -0.2770 4.0001
O -0.0734 -0.8770 5.1781
C 0.2306 -0.1850 6.2821
O -0.1714 -0.3860 7.4181
O 1.0616 0.7250 6.0291
F 1.0886 -1.2760 3.2781
H 1.2256 1.6080 4.2401
H 2.4656 0.4120 4.5171
H -0.3624 0.1770 3.4681
C -0.5724 4.8450 1.9491
C -0.7524 6.2680 2.6631
O -0.0864 7.0480 1.6761
C 0.3286 6.3750 0.5991
O 0.9646 6.8820 -0.3119
O -0.1564 5.0240 0.6471
F 0.0516 6.3180 3.7731
H -1.5354 4.0750 1.9191
H 0.2266 4.2010 2.3231
H -1.7224 6.6650 2.5481
C -2.5184 1.5480 -0.0849
C -1.6034 2.0810 -1.2209
O -2.1044 3.3160 -1.5419
C -3.3234 3.4090 -1.0289
O -4.1524 4.2770 -1.1629
O -3.7144 2.3280 -0.2989
F -1.7834 1.2220 -2.2099
H -2.0054 1.6840 0.8941
H -2.9594 0.5130 -0.1049
H -0.5944 2.2930 -1.0169
C 0.8406 -1.1660 -0.3749
O 0.2746 -2.2580 -1.1289
C -0.2734 -1.9200 -2.4069
C -1.0374 -2.8850 -3.1189
O -0.4824 -3.9770 -3.0289
C -1.0384 -5.0430 -3.9189
C -0.1354 -6.3310 -3.7399
O 1.1076 -6.0320 -4.5259
C 1.8466 -7.2700 -4.5109
H 1.6246 -0.6480 -1.0309
H 1.5126 -1.4580 0.4291
H 0.1666 -0.2830 -0.1269
H 0.5706 -1.7920 -3.1549
H -0.6844 -1.0060 -2.3599
H -1.0724 -2.6400 -4.1059
H -1.8614 -2.9550 -2.7139
H -1.2414 -4.8750 -4.8899
H -2.2104 -5.2950 -3.7169
H -0.7124 -7.0670 -4.2159
H 0.0896 -6.3860 -2.6549
H 2.0046 -7.6110 -3.5059
H 2.7256 -7.2150 -5.2029
H 1.0426 -7.9420 -4.8419
*
```

Values from the calculation:
energy above the lowest of the compared OMol25 structures with the same formula, charge and spin: 55.18 kcal/mol
total energy: -1920.42668 Ha
Kohn-Sham gap: 7.523 eV
E_HOMO: -0.325 Ha